No. 1
This record from the OMol25 dataset describes 8 unconnected molecules or ions with the total composition C28H65FN2O12. The level of theory is ωB97M-V/def2-TZVPD.

Structure (XYZ):
```
108
Properties=species:S:1:pos:R:3:mulliken_charge:R:1
C 0.948 -0.756 2.445 -1.00
C 1.408 -0.781 1.017 0.31
O 1.826 0.198 0.461 -0.52
N 1.268 -2.029 0.269 0.46
C -0.051 -2.040 -0.402 -1.10
C 1.491 -3.174 1.023 0.42
O 0.802 -4.159 1.025 -0.58
O 2.643 -3.118 1.773 -0.32
C 3.854 -3.245 1.017 -0.34
C 4.814 -2.171 1.470 0.06
O 5.814 -2.403 2.093 -0.55
N 4.414 -0.823 1.165 0.13
C 4.781 -0.268 -0.039 0.68
O 5.229 0.808 -0.243 -0.53
F 4.548 -1.154 -1.039 -0.25
H 1.816 -0.587 3.083 0.23
H 0.478 -1.685 2.768 0.37
H 0.224 0.048 2.582 0.32
H -0.863 -1.917 0.318 0.44
H -0.189 -2.978 -0.932 0.37
H -0.065 -1.228 -1.127 0.32
H 4.301 -4.215 1.231 0.41
H 3.645 -3.160 -0.049 0.34
H 4.568 -0.168 1.923 0.27
C -3.715 0.826 1.027 -1.37
C -3.352 0.272 2.396 0.92
C -4.576 0.138 3.289 -1.57
O -2.366 1.101 3.014 -0.55
H -4.148 1.825 1.128 0.43
H -2.828 0.911 0.399 0.29
H -4.441 0.192 0.520 0.30
H -2.875 -0.704 2.281 0.07
H -5.041 1.117 3.440 0.50
H -4.299 -0.250 4.270 0.34
H -5.321 -0.527 2.852 0.32
H -2.756 1.973 3.136 0.34
C 4.699 0.267 -5.288 -1.31
C 3.467 0.852 -4.614 0.43
C 3.800 2.108 -3.825 -0.86
O 2.849 -0.114 -3.767 -0.49
H 5.442 -0.013 -4.536 0.30
H 4.438 -0.630 -5.849 0.32
H 5.157 0.985 -5.970 0.38
H 2.717 1.086 -5.372 0.31
H 4.516 1.881 -3.030 0.27
H 2.902 2.511 -3.355 -0.01
H 4.231 2.879 -4.466 0.40
H 3.478 -0.343 -3.074 0.26
C 10.020 -4.152 3.033 -1.20
C 9.162 -4.867 2.000 0.38
C 9.087 -4.087 0.696 -1.15
O 7.855 -5.110 2.514 -0.54
H 9.589 -3.175 3.270 0.28
H 10.065 -4.728 3.957 0.31
H 11.036 -3.997 2.668 0.38
H 9.580 -5.856 1.807 0.29
H 8.629 -3.109 0.868 0.24
H 8.474 -4.619 -0.032 0.30
H 10.079 -3.930 0.269 0.39
H 7.446 -4.254 2.691 0.34
C 0.457 5.765 -2.202 -1.09
C -0.571 4.709 -1.822 0.37
C -0.267 3.375 -2.486 -0.99
O -1.888 5.146 -2.147 -0.55
H 0.440 5.931 -3.281 0.12
H 0.229 6.713 -1.713 0.31
H 1.464 5.457 -1.914 0.41
H -0.573 4.581 -0.738 0.31
H -0.303 3.478 -3.574 0.32
H -1.006 2.626 -2.199 0.30
H 0.722 3.010 -2.208 0.15
H -1.926 5.279 -3.103 0.35
C -5.431 -3.188 1.658 -1.15
C -4.891 -3.016 0.248 0.87
C -5.736 -3.752 -0.779 -1.59
O -3.529 -3.440 0.187 -0.46
H -5.427 -4.245 1.939 0.48
H -4.800 -2.659 2.372 0.18
H -6.453 -2.819 1.753 0.39
H -4.864 -1.955 -0.004 -0.19
H -5.737 -4.825 -0.569 0.38
H -5.330 -3.610 -1.781 0.40
H -6.768 -3.401 -0.766 0.35
H -3.498 -4.378 0.404 0.33
C -7.223 -4.478 5.982 -1.50
C -6.947 -3.215 5.183 0.77
C -7.057 -1.965 6.042 -1.35
O -7.821 -3.129 4.058 -0.51
H -8.241 -4.458 6.382 0.36
H -7.132 -5.360 5.348 0.35
H -6.531 -4.577 6.819 0.37
H -5.944 -3.270 4.755 0.18
H -8.070 -1.870 6.443 0.40
H -6.848 -1.074 5.450 0.26
H -6.360 -1.998 6.880 0.37
H -8.725 -3.079 4.386 0.32
C -1.845 8.973 -4.431 -1.31
C -1.104 7.895 -5.206 0.51
C -1.194 8.111 -6.708 -1.43
O -1.601 6.602 -4.856 -0.50
H -2.907 8.964 -4.691 0.35
H -1.764 8.795 -3.359 0.31
H -1.447 9.963 -4.654 0.39
H -0.056 7.886 -4.902 0.26
H -2.237 8.078 -7.034 0.37
H -0.653 7.329 -7.241 0.34
H -0.778 9.078 -6.992 0.38
H -2.530 6.565 -5.109 0.32
```

For the frontier orbital gap, the calculation gives 0.3659 hartree. The structure (SMILES) is CC(=O)N(C)C(=O)OCC(=O)NC(=O)F.CC(C)O.CC(C)O.CC(C)O.CC(C)O.CC(C)O.CC(C)O.CC(C)O. The LUMO energy is 0.2 eV.

---

No. 2
This record from the OMol25 dataset describes 15 unconnected molecules or ions with the total composition C28H66Cl10F3N9O20. The level of theory is ωB97M-V/def2-TZVPD.

Structure (XYZ):
```
136
Properties=species:S:1:pos:R:3:mulliken_charge:R:1
C -19.798 -11.471 -34.044 -0.51
O -19.814 -10.448 -33.092 1.65
C -19.226 -9.224 -33.395 -0.35
C -19.972 -8.381 -34.443 -0.99
N -21.339 -8.093 -33.924 2.85
H -21.853 -8.979 -33.791 -1.04
H -21.195 -7.698 -32.995 -0.18
C -22.203 -7.259 -34.843 -0.53
C -23.453 -7.018 -34.031 -0.83
O -23.157 -6.303 -32.862 0.24
C -24.247 -5.854 -32.097 0.07
H -20.441 -11.322 -34.924 -0.11
H -20.178 -12.457 -33.786 -0.53
H -18.787 -11.544 -34.457 0.28
H -18.161 -9.342 -33.645 -0.15
H -19.056 -8.699 -32.448 -0.07
H -20.091 -8.853 -35.415 0.37
H -19.458 -7.431 -34.577 0.46
H -22.370 -7.726 -35.807 -0.21
H -21.525 -6.415 -34.984 0.68
H -24.063 -7.917 -33.889 0.21
H -24.128 -6.382 -34.621 0.36
H -23.914 -5.532 -31.111 -0.33
H -24.903 -6.711 -31.922 -0.21
H -24.870 -5.037 -32.472 0.24
C -23.493 -11.019 -34.745 0.48
O -23.352 -10.111 -35.874 0.34
O -23.200 -10.319 -33.640 -1.04
C -24.799 -11.857 -34.824 -0.17
F -25.915 -11.131 -35.028 -0.17
F -24.685 -12.673 -35.905 -0.30
F -24.962 -12.655 -33.762 -0.24
C -23.047 -10.667 -37.138 -0.40
C -22.656 -9.621 -38.157 -1.20
H -21.729 -9.129 -37.845 0.11
H -22.484 -10.069 -39.134 0.45
H -23.395 -8.818 -38.217 0.22
H -23.965 -11.148 -37.496 0.37
H -22.274 -11.444 -37.119 0.38
H -22.691 -11.767 -34.867 -0.24
Cl -21.470 -0.331 -36.652 -0.20
C -22.372 -1.826 -36.220 -0.48
C -21.600 -2.873 -35.454 0.46
Cl -20.027 -3.223 -36.227 -0.21
H -22.642 -2.236 -37.190 0.35
H -23.260 -1.590 -35.637 0.33
H -22.129 -3.823 -35.406 -0.23
H -21.437 -2.579 -34.420 0.03
Cl -26.315 -6.662 -35.950 -0.23
C -25.862 -8.370 -36.089 1.71
C -26.555 -9.059 -37.254 -0.31
Cl -28.275 -9.256 -36.947 -0.20
H -26.117 -8.828 -35.135 -0.29
H -24.778 -8.430 -36.159 -1.10
H -26.082 -10.023 -37.452 0.06
H -26.432 -8.568 -38.220 0.47
Cl -14.894 -8.692 -36.462 -0.19
C -14.797 -10.150 -35.456 0.12
C -15.180 -11.400 -36.237 -0.59
Cl -16.907 -11.425 -36.555 -0.09
H -15.455 -10.057 -34.593 -0.29
H -13.790 -10.201 -35.044 0.38
H -14.882 -12.268 -35.644 0.28
H -14.649 -11.555 -37.175 0.41
Cl -27.515 -7.776 -32.472 -0.21
C -26.938 -9.311 -31.738 0.35
C -27.994 -10.393 -31.915 -0.53
Cl -29.371 -10.233 -30.764 -0.22
H -26.552 -9.101 -30.745 0.49
H -26.085 -9.705 -32.299 -0.51
H -27.522 -11.332 -31.628 0.33
H -28.284 -10.457 -32.960 0.32
Cl -25.185 -6.522 -25.792 -0.19
C -23.626 -6.009 -26.520 -0.49
C -23.789 -5.716 -27.997 -0.31
Cl -24.245 -7.162 -28.944 -0.07
H -22.999 -6.882 -26.359 0.29
H -23.337 -5.124 -25.960 0.38
H -22.890 -5.303 -28.454 0.02
H -24.576 -4.972 -28.119 0.37
C -20.164 -15.776 -33.655 -0.54
N -20.042 -14.831 -34.784 1.02
O -21.075 -14.421 -35.265 -0.55
O -18.949 -14.478 -35.158 -0.54
H -19.244 -15.729 -33.081 0.26
H -20.478 -16.745 -34.031 0.31
H -20.960 -15.410 -33.007 0.11
C -22.232 -12.240 -31.318 -0.42
N -22.842 -13.530 -30.958 1.08
O -22.777 -14.427 -31.767 -0.61
O -23.254 -13.619 -29.819 -0.66
H -21.868 -12.267 -32.339 -0.29
H -21.335 -12.078 -30.723 0.35
H -22.923 -11.410 -31.208 0.40
C -19.426 -4.097 -31.240 -0.87
N -20.028 -5.045 -32.232 0.42
O -19.586 -6.180 -32.248 -0.09
O -20.869 -4.596 -32.975 -0.15
H -20.120 -3.939 -30.421 0.22
H -19.193 -3.160 -31.737 0.36
H -18.499 -4.602 -30.988 0.18
C -16.363 -6.844 -31.247 -0.71
N -15.751 -8.014 -31.907 0.85
O -14.774 -7.848 -32.620 -0.55
O -16.308 -9.091 -31.815 -0.43
H -16.589 -7.221 -30.248 0.31
H -17.249 -6.571 -31.809 0.14
H -15.605 -6.094 -31.041 0.35
C -17.433 -11.772 -31.664 -0.39
N -18.164 -13.062 -31.861 1.00
O -17.541 -13.948 -32.402 -0.58
O -19.307 -13.143 -31.463 -0.51
H -18.160 -10.983 -31.525 -0.33
H -16.779 -11.656 -32.520 0.24
H -16.877 -11.878 -30.734 0.45
C -21.170 -8.762 -30.176 0.35
N -20.045 -7.902 -29.749 1.21
O -18.940 -8.413 -29.793 -0.62
O -20.206 -6.734 -29.458 -0.63
H -20.936 -9.266 -31.114 -0.50
H -22.104 -8.208 -30.209 -0.22
H -21.343 -9.578 -29.474 0.46
C -23.082 -2.077 -30.761 -0.52
N -24.005 -2.259 -31.897 0.82
O -25.167 -1.958 -31.707 -0.54
O -23.600 -2.748 -32.930 -0.39
H -22.154 -1.682 -31.166 0.25
H -22.965 -3.098 -30.398 0.08
H -23.565 -1.398 -30.069 0.30
C -18.846 -5.717 -38.797 -0.89
N -19.028 -6.799 -37.819 0.89
O -20.062 -6.884 -37.168 -0.43
O -18.185 -7.664 -37.745 -0.51
H -19.108 -6.162 -39.758 0.31
H -17.816 -5.410 -38.955 0.31
H -19.501 -4.894 -38.534 0.29
```

For the frontier orbital gap, the calculation gives 0.2546 hartree. The energy above the lowest of the compared OMol25 structures with the same formula, charge and spin is 0.0 kcal/mol. The LUMO energy is -1.0 eV.

---

No. 3
This record from the OMol25 dataset describes 9 unconnected molecules or ions with the total composition C28H66N9O10. The level of theory is ωB97M-V/def2-TZVPD.

Structure (XYZ):
```
113
Properties=species:S:1:pos:R:3:mulliken_charge:R:1
N 0.244 -2.227 3.503 -0.74
C -0.315 -0.795 3.375 -0.19
C -1.183 -0.626 1.977 -0.21
C -2.554 -1.524 1.919 -0.46
C -3.672 -1.058 3.025 0.15
O -4.882 -1.942 2.964 -0.19
O -4.556 -3.178 3.240 -0.46
H -0.464 -2.740 4.076 0.32
H 0.207 -2.676 2.554 0.31
H -0.938 -0.586 4.347 0.05
H 0.614 -0.056 3.276 0.20
H -0.471 -1.039 1.113 -0.09
H -1.348 0.523 1.699 0.27
H -2.217 -2.623 2.222 -0.15
H -4.055 0.023 2.709 0.11
H -3.305 -1.106 4.138 -0.07
H -4.362 -3.651 2.358 0.30
C 0.213 0.753 -1.351 -0.01
O 0.720 -0.098 -0.631 -0.64
N -0.779 0.526 -2.281 0.33
C -1.327 1.591 -3.096 -1.02
C -1.291 -0.817 -2.449 -0.58
H 0.529 1.809 -1.304 0.32
H -2.401 1.667 -2.902 0.32
H -1.160 1.350 -4.150 0.26
H -0.852 2.548 -2.866 0.54
H -1.702 -1.164 -1.496 0.21
H -0.468 -1.478 -2.737 0.29
H -2.069 -0.842 -3.217 -0.01
C -1.897 -3.240 6.698 -0.03
O -1.596 -2.488 5.780 -0.53
N -3.147 -3.341 7.271 0.28
C -3.423 -4.259 8.356 -0.95
C -4.218 -2.505 6.772 -0.86
H -1.157 -3.920 7.152 0.22
H -4.206 -4.954 8.041 0.33
H -3.767 -3.687 9.223 0.31
H -2.529 -4.825 8.632 0.30
H -4.369 -2.716 5.709 0.20
H -3.932 -1.455 6.885 0.46
H -5.145 -2.696 7.320 0.33
C -4.226 -1.726 -4.630 0.10
O -4.128 -1.727 -3.409 -0.61
N -4.424 -2.841 -5.416 0.15
C -4.529 -2.757 -6.858 -0.92
C -4.532 -4.138 -4.782 -0.87
H -4.158 -0.793 -5.213 0.30
H -5.504 -3.146 -7.165 0.33
H -3.735 -3.362 -7.306 0.32
H -4.430 -1.724 -7.201 0.30
H -5.373 -4.124 -4.082 0.30
H -3.613 -4.338 -4.222 0.19
H -4.687 -4.922 -5.528 0.38
C 0.879 4.862 -3.214 0.01
O 0.259 3.849 -2.913 -0.55
N 2.252 4.981 -3.236 0.18
C 2.911 6.217 -3.604 -0.79
C 3.063 3.836 -2.881 0.30
H 0.359 5.791 -3.501 0.26
H 3.545 6.034 -4.477 0.25
H 3.527 6.552 -2.766 0.25
H 2.182 6.995 -3.847 0.31
H 2.833 3.011 -3.563 0.33
H 2.816 3.527 -1.861 0.00
H 4.127 4.080 -2.945 -0.65
C 6.281 4.167 -0.944 0.04
O 5.429 4.801 -1.554 -0.62
N 6.037 3.298 0.098 0.13
C 7.103 2.583 0.769 -0.97
C 4.673 3.091 0.536 -0.79
H 7.351 4.250 -1.197 0.38
H 6.929 1.508 0.664 0.35
H 7.099 2.855 1.828 0.35
H 8.077 2.832 0.338 0.30
H 4.083 2.710 -0.303 0.15
H 4.252 4.050 0.854 0.29
H 4.637 2.379 1.365 0.43
C -1.088 -6.242 -4.730 0.10
O -2.010 -6.860 -4.213 -0.59
N -0.100 -5.563 -4.049 0.16
C 0.960 -4.855 -4.736 -0.85
C -0.121 -5.558 -2.602 -0.99
H -0.977 -6.183 -5.826 0.29
H 1.922 -5.279 -4.434 0.34
H 0.919 -3.799 -4.455 0.27
H 0.854 -4.942 -5.821 0.29
H -0.065 -6.589 -2.240 0.31
H -1.063 -5.116 -2.261 0.30
H 0.720 -4.982 -2.205 0.40
C -4.601 1.454 7.737 0.07
O -4.386 0.321 7.327 -0.63
N -3.977 2.046 8.815 0.13
C -4.289 3.395 9.238 -0.91
C -2.979 1.296 9.548 -0.91
H -5.342 2.111 7.252 0.26
H -3.380 4.001 9.185 0.33
H -4.652 3.367 10.269 0.33
H -5.056 3.842 8.599 0.29
H -2.172 1.015 8.865 0.30
H -3.438 0.384 9.943 0.27
H -2.575 1.891 10.371 0.36
C 6.249 1.766 -5.503 0.03
O 5.979 1.075 -4.529 -0.57
N 6.835 3.013 -5.459 0.20
C 7.122 3.770 -6.660 -0.91
C 7.174 3.586 -4.174 -0.56
H 6.032 1.425 -6.528 0.29
H 8.198 3.962 -6.707 0.31
H 6.581 4.719 -6.618 0.30
H 6.816 3.221 -7.555 0.31
H 7.874 2.920 -3.660 0.33
H 6.265 3.673 -3.571 -0.11
H 7.629 4.573 -4.298 0.37
```

As for the net charge: -1. For the frontier orbital gap, the calculation gives 0.0874 hartree. The energy above the lowest of the compared OMol25 structures with the same formula, charge and spin is 29.2 kcal/mol. The LUMO energy is 1.7 eV.

---

No. 4
This record from the OMol25 dataset describes 6 unconnected molecules or ions with the total composition C28H68Cl4N4. The level of theory is ωB97M-V/def2-TZVPD.

Structure (XYZ):
```
104
Properties=species:S:1:pos:R:3:mulliken_charge:R:1
C 2.473 39.011 19.672 0.08
C 3.991 38.666 19.349 -0.43
N 4.055 38.598 17.792 0.18
C 5.274 39.042 17.358 -0.93
C 6.377 38.735 18.121 -1.63
C 3.705 37.254 17.304 -0.12
C 3.375 37.180 15.833 -1.35
H 1.719 38.234 19.481 -0.58
H 2.162 39.908 18.990 0.32
H 2.557 39.156 20.865 0.19
H 4.296 37.693 19.883 0.07
H 4.732 39.596 19.641 0.43
H 4.947 40.202 17.435 0.43
H 5.152 39.033 16.318 0.67
H 6.484 38.261 19.006 0.51
H 7.287 39.296 17.900 0.37
H 6.665 37.818 17.656 0.45
H 3.013 36.760 17.832 -0.12
H 4.378 36.450 17.433 0.54
H 3.191 36.115 15.643 0.31
H 4.130 37.574 15.246 0.54
H 2.420 37.630 15.470 0.23
C 0.857 38.081 24.891 -1.19
C 0.126 38.268 23.485 -0.50
N 0.307 37.037 22.613 1.02
C -0.468 35.999 23.004 -1.77
C -1.652 36.046 23.709 -2.10
C -0.092 37.602 21.347 -0.83
C 0.271 36.586 20.230 -2.10
H 0.289 37.381 25.398 0.29
H 0.736 39.001 25.347 0.57
H 1.961 37.802 24.613 0.11
H 0.669 39.335 23.098 0.32
H -0.961 38.456 23.673 0.41
H 0.294 35.655 23.749 0.69
H -0.433 35.225 22.354 0.34
H -1.993 36.760 24.333 0.62
H -1.812 35.081 24.143 0.27
H -2.471 36.071 22.888 0.27
H 0.526 38.419 21.046 0.88
H -1.160 37.643 21.144 0.23
H 1.330 36.507 20.102 -0.04
H 0.117 36.986 19.386 1.50
H -0.228 35.564 20.339 0.01
C 4.540 28.393 17.388 -1.36
C 4.182 29.890 17.357 -0.36
N 3.596 30.411 18.660 0.25
C 3.847 31.786 18.912 -1.63
C 3.888 32.640 17.935 0.36
C 2.167 30.086 18.672 -0.33
C 1.510 30.057 20.073 -1.02
H 3.510 27.866 17.330 0.25
H 5.085 27.826 18.125 0.35
H 4.899 28.041 16.370 0.35
H 3.428 30.207 16.655 0.33
H 5.156 30.312 17.179 0.39
H 4.843 31.600 19.361 0.14
H 3.342 32.086 19.645 0.98
H 3.909 32.504 16.883 0.69
H 4.528 33.564 18.174 0.12
H 2.935 33.036 18.069 -0.89
H 1.864 29.191 18.315 0.71
H 1.629 30.843 18.080 0.09
H 1.726 30.933 20.564 0.10
H 2.140 29.237 20.744 0.02
H 0.457 29.796 19.974 0.49
C 1.193 32.989 24.650 -2.61
C 0.429 31.980 23.921 0.25
N -0.852 32.441 23.254 0.82
C -1.086 32.109 21.955 -0.17
C -0.719 30.907 21.380 -1.95
C -2.018 31.978 24.128 -1.08
C -3.381 32.472 23.523 -1.01
H 2.056 32.718 24.913 0.73
H 0.719 33.296 25.388 1.05
H 1.337 33.766 24.109 0.27
H 0.414 31.106 24.633 0.20
H 1.244 31.904 23.171 -0.04
H -0.293 32.718 21.501 -0.38
H -2.043 32.644 21.597 0.49
H -0.234 30.119 21.786 0.75
H -0.287 31.052 20.286 -0.08
H -1.382 30.355 20.942 1.15
H -1.890 32.518 24.968 0.57
H -2.170 31.019 24.538 0.53
H -3.829 31.892 22.648 0.21
H -3.218 33.611 23.349 0.15
H -4.000 32.207 24.329 0.52
Cl 3.019 36.111 23.527 -0.33
C 2.002 35.636 22.084 -0.10
C 2.584 34.477 21.367 1.10
Cl 4.178 34.862 20.721 -0.18
H 2.071 36.400 21.452 0.85
H 0.983 35.458 22.501 -0.23
H 2.194 34.113 20.441 -1.09
H 2.587 33.614 22.092 0.49
Cl 0.862 32.576 18.513 -0.05
C 1.144 32.844 16.763 -0.30
C 0.839 34.258 16.298 -1.49
Cl 1.840 35.464 17.180 0.05
H 0.342 32.085 16.429 0.50
H 2.142 32.641 16.424 0.01
H -0.004 34.696 16.668 0.53
H 0.937 34.486 15.362 0.66
```

For the frontier orbital gap, the calculation gives 0.3021 hartree. The structure (SMILES) is CCN(CC)CC.CCN(CC)CC.CCN(CC)CC.CCN(CC)CC.ClCCCl.ClCCCl. The energy above the lowest of the compared OMol25 structures with the same formula, charge and spin is 172.0 kcal/mol. The LUMO energy is 0.4 eV.

---

Computed values of largest force on an atom (unit: eV/A) for the preceding records, in sequence: 1.04 2.81 5.69 12.87.